Entry 1:
11 unconnected molecules or ions with the total composition F6H20O10P in a non-equilibrium geometry, computed with ωB97M-V/def2-TZVPD.

Each atom is followed by the atoms it is bonded to, with distances in Å.
Geometry (Å):
1 P 10.91758 10.14702 -17.62900  F2 1.623, F3 1.625, F4 1.624, F5 1.614, F6 1.616, F7 1.613
2 F 11.10051 11.48183 -18.53334  P1 1.623
3 F 9.43930 10.71786 -17.27019  P1 1.625
4 F 10.32022 9.39085 -18.93559  P1 1.624
5 F 10.61278 8.83431 -16.74029  P1 1.614
6 F 12.38632 9.58432 -18.00048  P1 1.616
7 F 11.56706 10.90752 -16.36397  P1 1.613
8 O 6.38644 10.86700 -15.71714  H9 0.967, H10 0.962
9 H 7.30036 10.69524 -15.98399  O8 0.967
10 H 5.88159 10.82559 -16.53477  O8 0.962
11 O 8.42589 7.77538 -20.70970  H12 0.964, H13 0.963
12 H 7.95845 7.78944 -19.86668  O11 0.964
13 H 8.84664 6.90967 -20.73742  O11 0.963
14 O 9.78192 10.41688 -13.61730  H15 0.962, H16 0.966
15 H 9.64142 11.34249 -13.39551  O14 0.962
16 H 9.97743 10.42616 -14.56343  O14 0.966
17 O 12.57468 10.14572 -21.02832  H18 0.972, H19 0.964
18 H 12.17572 9.87815 -20.18375  O17 0.972
19 H 13.17433 9.41726 -21.22379  O17 0.964
20 O 9.15285 6.25467 -16.17739  H21 0.962, H22 0.967
21 H 9.61578 5.52256 -15.75995  O20 0.962
22 H 9.73488 7.01652 -16.05397  O20 0.967
23 O 13.80121 12.59716 -19.01066  H24 0.961, H25 0.966
24 H 14.35391 12.50021 -19.79139  O23 0.961
25 H 13.16408 11.87379 -19.08035  O23 0.966
26 O 9.82976 10.04729 -22.10362  H27 0.971, H28 0.967
27 H 10.69771 10.18252 -21.68995  O26 0.971
28 H 9.31169 9.56541 -21.44476  O26 0.967
29 O 9.74646 13.67421 -16.32223  H30 0.962, H31 0.968
30 H 10.26963 13.99983 -15.58313  O29 0.962
31 H 10.32042 13.02429 -16.75229  O29 0.968
32 O 10.99948 6.39847 -18.62221  H33 0.964, H34 0.963
33 H 10.19251 6.88895 -18.42676  O32 0.964
34 H 11.68453 7.07568 -18.63066  O32 0.963
35 O 14.36083 11.29988 -15.45340  H36 0.964, H37 0.962
36 H 13.68169 11.74080 -15.97720  O35 0.964
37 H 14.23656 10.36746 -15.65517  O35 0.962

Computed properties:
Kohn-Sham gap = 10.521 eV
ΔE to the lowest compared entry with this formula, charge and spin = 13.4 kcal/mol
Net charge = -1
E_LUMO = 2.704 eV
E = -1705.2985 Ha

=====

Entry 2:
11 unconnected molecules or ions with the total composition F6H20O10P in a non-equilibrium geometry, computed with ωB97M-V/def2-TZVPD.

Each atom is followed by the atoms it is bonded to, with distances in Å.
Geometry (Å):
1 P 0.06503 0.65063 -0.16401  F2 1.684, F3 1.627, F4 1.623, F5 1.635, F6 1.612, F7 1.614
2 F 0.81483 -0.70480 0.49755  P1 1.684
3 F -0.82254 -0.30093 -1.14080  P1 1.627
4 F -0.97914 0.75284 1.07454  P1 1.623
5 F -0.78307 1.93980 -0.70480  P1 1.635
6 F 1.05886 1.57419 0.70738  P1 1.612
7 F 1.02822 0.84501 -1.44504  P1 1.614
8 O 2.67320 -2.95608 -0.70740  H9 0.957, H10 0.957
9 H 3.46617 -2.63849 -0.27546  O8 0.957
10 H 2.08685 -3.19273 0.01123  O8 0.957
11 O -0.04623 -3.79697 -1.77004  H12 0.957, H13 0.957
12 H -0.76641 -3.22541 -1.50378  O11 0.957
13 H 0.74236 -3.27636 -1.61737  O11 0.957
14 O 0.67097 -3.14894 1.69528  H15 0.957, H16 0.957
15 H 0.83515 -2.32024 1.24524  O14 0.957
16 H -0.14730 -3.00575 2.17083  O14 0.957
17 O -2.34643 2.53714 2.76946  H18 0.957, H19 0.957
18 H -1.61248 2.96903 3.20650  O17 0.957
19 H -1.99394 2.26297 1.92282  O17 0.957
20 O 3.42727 -0.04202 0.57192  H21 0.957, H22 0.957
21 H 2.48459 -0.04866 0.40591  O20 0.957
22 H 3.50468 0.13757 1.50893  O20 0.957
23 O -3.53860 2.39652 -0.10028  H24 0.957, H25 0.957
24 H -2.61592 2.33246 -0.34681  O23 0.957
25 H -3.71718 3.33672 -0.08115  O23 0.957
26 O 3.15210 2.99112 0.08134  H27 0.957, H28 0.957
27 H 3.34757 2.33728 -0.58987  O26 0.957
28 H 2.72654 2.49637 0.78159  O26 0.957
29 O -1.41716 -2.16652 2.92928  H30 0.957, H31 0.957
30 H -2.20604 -2.70379 3.00162  O29 0.957
31 H -1.74370 -1.28092 2.77015  O29 0.957
32 O -2.59355 -1.08027 -3.09620  H33 0.957, H34 0.957
33 H -2.13043 -0.59369 -2.41428  O32 0.957
34 H -3.47939 -1.19255 -2.75135  O32 0.957
35 O 0.31662 3.08808 -2.81075  H36 0.957, H37 0.957
36 H 0.49401 2.62609 -3.63011  O35 0.957
37 H 0.04447 2.40130 -2.20208  O35 0.957

Computed properties:
Kohn-Sham gap (alpha / beta) = 10.993 / 2.153 eV
⟨S²⟩ = 0.756
2S+1 = 2
ΔE to the lowest compared entry with this formula, charge and spin = 10.6 kcal/mol
E_LUMO (alpha / beta) = 0.017 / -8.288 eV
E = -1704.9691 Ha

=====

Entry 3:
13 unconnected molecules or ions with the total composition F6H24O12P in a non-equilibrium geometry, computed with ωB97M-V/def2-TZVPD.

Each atom is followed by the atoms it is bonded to, with distances in Å.
Geometry (Å):
1 P 0.00905 -0.34853 0.41812  F2 1.612, F3 1.609, F4 1.605, F5 1.619, F6 1.641, F7 1.641
2 F 1.05530 0.71692 1.02443  P1 1.612
3 F -0.40657 0.70727 -0.72260  P1 1.609
4 F 1.22360 -0.94349 -0.44570  P1 1.605
5 F -1.12943 -1.36473 -0.12159  P1 1.619
6 F 0.36169 -1.47440 1.55897  P1 1.641
7 F -1.09334 0.30588 1.44248  P1 1.641
8 O -2.21181 -3.77272 1.11776  H9 0.968, H10 0.962
9 H -1.95616 -2.87373 0.86426  O8 0.968
10 H -2.32320 -3.72587 2.07211  O8 0.962
11 O 3.90375 0.67080 1.19945  H12 0.969, H13 0.970
12 H 2.95454 0.56393 1.36306  O11 0.969
13 H 4.04612 0.26194 0.33115  O11 0.970
14 O 4.58195 -0.47157 -1.54422  H15 0.963, H16 0.976
15 H 5.48752 -0.67364 -1.28542  O14 0.963
16 H 4.05360 -1.21117 -1.18901  O14 0.976
17 O -3.74328 -1.55613 -2.85604  H18 0.964, H19 0.965
18 H -3.87751 -0.68487 -3.24729  O17 0.964
19 H -2.86146 -1.51366 -2.46685  O17 0.965
20 O -1.16790 -0.71632 4.24214  H21 0.967, H22 0.962
21 H -0.47658 -0.51577 3.59593  O20 0.967
22 H -0.69702 -1.07650 4.99986  O20 0.962
23 O -4.66279 0.38876 1.36615  H24 0.961, H25 0.980
24 H -4.26568 0.64726 2.20260  O23 0.961
25 H -3.98489 0.61956 0.69709  O23 0.980
26 O 0.35962 2.24422 3.74637  H27 0.967, H28 0.962
27 H -0.44244 1.89880 3.33007  O26 0.967
28 H 0.10767 3.10633 4.09143  O26 0.962
29 O 1.10507 2.50341 -1.97981  H30 0.963, H31 0.977
30 H 1.23506 3.30865 -1.46853  O29 0.963
31 H 0.68346 1.87492 -1.36125  O29 0.977
32 O 3.39327 -2.55941 0.09180  H33 0.965, H34 0.967
33 H 2.58292 -3.00753 0.36159  O32 0.965
34 H 3.72411 -2.14739 0.90150  O32 0.967
35 O -2.87655 1.63388 -0.41716  H36 0.966, H37 0.959
36 H -2.33322 0.84244 -0.52335  O35 0.966
37 H -2.24110 2.35119 -0.37987  O35 0.959
38 O 2.06426 0.43811 -3.92824  H39 0.963, H40 0.962
39 H 1.70475 0.36939 -3.03749  O38 0.963
40 H 2.91181 0.87607 -3.80339  O38 0.962
41 O -1.97402 1.50310 -3.30614  H42 0.969, H43 0.964
42 H -1.19108 2.03731 -3.10663  O41 0.969
43 H -1.63309 0.76731 -3.82772  O41 0.964

Computed properties:
Kohn-Sham gap = 10.603 eV
ΔE to the lowest compared entry with this formula, charge and spin = 27.9 kcal/mol
Net charge = -1
E_LUMO = 2.610 eV
E = -1858.1669 Ha

=====

Entry 4:
39 unconnected molecules or ions with the total composition F6H76O38P in a non-equilibrium geometry, computed with ωB97M-V/def2-TZVPD.

Each atom is followed by the atoms it is bonded to, with distances in Å.
Geometry (Å):
1 P 0.19703 -0.07875 0.12941  F2 1.638, F3 1.642, F4 1.645, F5 1.644, F6 1.644, F7 1.636
2 F 0.47001 0.50528 1.63511  P1 1.638
3 F -0.41774 -1.44798 0.79578  P1 1.642
4 F -1.33622 0.50188 -0.00179  P1 1.645
5 F -0.00513 -0.69639 -1.38015  P1 1.644
6 F 0.69226 1.34430 -0.52877  P1 1.644
7 F 1.72147 -0.67091 0.10531  P1 1.636
8 O -2.65163 4.29899 1.88366  H9 0.957, H10 0.957
9 H -2.63711 4.07813 0.95240  O8 0.957
10 H -2.15793 3.59538 2.30489  O8 0.957
11 O 2.78658 1.88960 -2.13800  H12 0.957, H13 0.957
12 H 2.25039 1.59645 -1.40127  O11 0.957
13 H 3.44570 1.20349 -2.24311  O11 0.957
14 O -4.93270 1.81179 -1.07771  H15 0.957, H16 0.957
15 H -4.72356 1.33684 -0.27340  O14 0.957
16 H -5.84066 1.57511 -1.26698  O14 0.957
17 O 1.55405 -3.08913 -0.91613  H18 0.957, H19 0.957
18 H 2.18975 -2.73899 -1.54025  O17 0.957
19 H 1.42279 -2.38166 -0.28487  O17 0.957
20 O 5.19365 0.02010 0.53639  H21 0.957, H22 0.957
21 H 5.45633 0.32567 1.40464  O20 0.957
22 H 5.91780 -0.53567 0.24834  O20 0.957
23 O -2.22060 0.60170 3.16092  H24 0.957, H25 0.957
24 H -2.63961 0.79506 3.99952  O23 0.957
25 H -1.55264 1.28047 3.06424  O23 0.957
26 O -5.70399 4.24113 0.47008  H27 0.957, H28 0.957
27 H -5.06423 3.53171 0.53073  O26 0.957
28 H -6.55358 3.80089 0.49516  O26 0.957
29 O -3.05249 -3.47720 -3.59119  H30 0.957, H31 0.957
30 H -2.24441 -3.96402 -3.75315  O29 0.957
31 H -2.84670 -2.91126 -2.84715  O29 0.957
32 O -2.35357 2.74489 -0.43283  H33 0.957, H34 0.957
33 H -3.10587 2.50982 -0.97600  O32 0.957
34 H -1.96820 1.90581 -0.18053  O32 0.957
35 O 1.79367 3.29660 -4.50775  H36 0.957, H37 0.957
36 H 2.09893 2.44738 -4.18858  O35 0.957
37 H 1.12881 3.56624 -3.87413  O35 0.957
38 O 0.29715 5.43640 3.11399  H39 0.957, H40 0.957
39 H -0.40556 5.08982 2.56416  O38 0.957
40 H 0.75739 4.66008 3.43293  O38 0.957
41 O 5.09756 -1.43803 3.26089  H42 0.957, H43 0.957
42 H 5.58530 -2.10623 2.77939  O41 0.957
43 H 5.63358 -0.64858 3.18541  O41 0.957
44 O -2.74948 -0.10460 -3.99625  H45 0.957, H46 0.957
45 H -2.80313 -0.66367 -4.77136  O44 0.957
46 H -2.37974 0.71744 -4.31839  O44 0.957
47 O 0.13477 6.55439 -2.78061  H48 0.957, H49 0.957
48 H -0.03372 5.62252 -2.64107  O47 0.957
49 H 0.64876 6.58716 -3.58743  O47 0.957
50 O -0.95569 -4.42747 -0.76898  H51 0.957, H52 0.957
51 H -0.17657 -3.92638 -1.01006  O50 0.957
52 H -0.96486 -4.41124 0.18803  O50 0.957
53 O -0.22804 2.58219 2.95733  H54 0.957, H55 0.957
54 H 0.49836 2.77213 3.55104  O53 0.957
55 H 0.16438 2.06075 2.25709  O53 0.957
56 O 1.61440 -4.66896 2.96796  H57 0.957, H58 0.957
57 H 1.96284 -3.78058 2.89312  O56 0.957
58 H 1.80774 -4.92745 3.86910  O56 0.957
59 O -0.54824 -4.30021 -3.43041  H60 0.957, H61 0.957
60 H -0.60753 -4.50659 -2.49760  O59 0.957
61 H 0.26650 -3.80502 -3.51534  O59 0.957
62 O 1.75199 -1.01598 6.50892  H63 0.957, H64 0.957
63 H 2.19739 -1.48668 5.80445  O62 0.957
64 H 0.84146 -0.95668 6.21970  O62 0.957
65 O 3.92570 4.93037 -0.39222  H66 0.957, H67 0.957
66 H 3.72629 5.81466 -0.69960  O65 0.957
67 H 3.39281 4.35842 -0.94461  O65 0.957
68 O -0.47302 3.38930 -2.62724  H69 0.957, H70 0.957
69 H -0.61401 3.13137 -1.71629  O68 0.957
70 H -0.23543 2.57615 -3.07286  O68 0.957
71 O 1.97755 2.85811 4.38261  H72 0.957, H73 0.957
72 H 2.72460 3.09050 3.83110  O71 0.957
73 H 2.36916 2.48572 5.17267  O71 0.957
74 O -1.84855 -2.09704 3.28866  H75 0.957, H76 0.957
75 H -2.73047 -2.13293 2.91831  O74 0.957
76 H -1.56664 -1.19287 3.14998  O74 0.957
77 O 2.52084 0.27824 -4.93083  H78 0.957, H79 0.957
78 H 3.00640 -0.36374 -4.41283  O77 0.957
79 H 2.89927 0.21471 -5.80775  O77 0.957
80 O -1.02025 -4.54074 5.41364  H81 0.957, H82 0.957
81 H -0.76438 -3.98956 4.67406  O80 0.957
82 H -0.21424 -4.98982 5.66841  O80 0.957
83 O -2.61907 4.78213 -3.94138  H84 0.957, H85 0.957
84 H -2.04593 4.34079 -3.31452  O83 0.957
85 H -3.42848 4.27134 -3.92742  O83 0.957
86 O 2.27942 -5.73319 0.49026  H87 0.957, H88 0.957
87 H 1.77571 -5.11809 1.02334  O86 0.957
88 H 2.15909 -5.42635 -0.40840  O86 0.957
89 O 4.21315 3.55737 2.37733  H90 0.957, H91 0.957
90 H 4.30498 4.50462 2.47985  O89 0.957
91 H 4.39952 3.39693 1.45225  O89 0.957
92 O 2.51140 -2.06601 3.04875  H93 0.957, H94 0.957
93 H 3.42846 -1.80379 2.96842  O92 0.957
94 H 2.03154 -1.42425 2.52519  O92 0.957
95 O -4.21589 0.73941 1.28604  H96 0.957, H97 0.957
96 H -4.69425 -0.06903 1.46991  O95 0.957
97 H -3.40544 0.65838 1.78888  O95 0.957
98 O -2.41841 -6.52440 0.82196  H99 0.957, H100 0.957
99 H -2.21545 -7.14662 1.52044  O98 0.957
100 H -2.02290 -5.70197 1.11078  O98 0.957
101 O -2.79682 -1.53922 -1.60704  H102 0.957, H103 0.957
102 H -2.40824 -1.22377 -0.79112  O101 0.957
103 H -2.83002 -0.76679 -2.17140  O101 0.957
104 O 4.81348 -0.14806 -2.20862  H105 0.957, H106 0.957
105 H 4.78059 -0.05586 -1.25644  O104 0.957
106 H 4.53148 -1.04799 -2.37247  O104 0.957
107 O -4.83522 3.25319 -3.48831  H108 0.957, H109 0.957
108 H -4.82282 2.79304 -2.64905  O107 0.957
109 H -5.75857 3.26817 -3.74017  O107 0.957
110 O 0.17530 0.89457 -3.66191  H111 0.957, H112 0.957
111 H 0.98551 0.72474 -4.14249  O110 0.957
112 H 0.09782 0.15884 -3.05454  O110 0.957
113 O -4.05025 -3.91613 -0.33464  H114 0.957, H115 0.957
114 H -3.73067 -3.09995 -0.71927  O113 0.957
115 H -3.44172 -4.58439 -0.64985  O113 0.957
116 O 3.93617 -2.68917 -2.25623  H117 0.957, H118 0.957
117 H 4.66353 -3.12038 -1.80765  O116 0.957
118 H 3.87307 -3.13926 -3.09865  O116 0.957
119 O -0.84944 -4.40311 1.99800  H120 0.957, H121 0.957
120 H -0.10514 -4.63607 2.55297  O119 0.957
121 H -1.05875 -3.50181 2.24313  O119 0.957

Computed properties:
Kohn-Sham gap = 7.818 eV
ΔE to the lowest compared entry with this formula, charge and spin = 77.7 kcal/mol
Net charge = -1
E_LUMO = 0.387 eV
E = -3845.6697 Ha